No. 1
Formula: C6H14N2
Source: the OMol25 dataset
Level of theory: ωB97M-V/def2-TZVPD

Bonds (Å) are listed after each position.
Cartesian coordinates (Å):
1 C -0.29474 -0.16688 0.98007  C2 1.371, C4 1.492, H9 1.087
2 C 0.61221 -0.00300 -0.03552  C1 1.371, C5 1.485, H10 1.087
3 C -1.22929 -0.81028 -1.25313  C6 1.494, H12 1.086, H13 1.085
4 C -0.62258 -1.46080 1.64617  C1 1.492, H14 1.093, H15 1.093, H16 1.091
5 C 1.00830 1.32899 -0.56022  C2 1.485, H17 1.102, H18 1.091, H19 1.091
6 C -1.08418 -0.06802 -2.54154  C3 1.494, H20 1.093, H21 1.100, H22 1.094
7 N 1.41900 0.50585 2.52111  N8 1.197
8 N 2.07743 1.48307 2.31196  N7 1.197, H11 1.066
9 H -0.94514 0.67360 1.20741  C1 1.087
10 H 1.30244 -0.82166 -0.22305  C2 1.087
11 H 2.71113 1.76794 3.11985  N8 1.066
12 H -2.16505 -0.65393 -0.72529  C3 1.086
13 H -0.91214 -1.84785 -1.24549  C3 1.085
14 H -0.44842 -1.35868 2.72074  C4 1.093
15 H -1.67445 -1.72558 1.51316  C4 1.093
16 H 0.00206 -2.27611 1.27789  C4 1.091
17 H 1.85326 1.69531 0.04467  C5 1.102
18 H 0.19907 2.05679 -0.48056  C5 1.091
19 H 1.35083 1.27997 -1.59536  C5 1.091
20 H -0.09246 -0.20061 -2.98118  C6 1.093
21 H -1.81560 -0.40350 -3.29222  C6 1.100
22 H -1.25169 1.00537 -2.40945  C6 1.094

For the LUMO energy (alpha / beta), the calculation gives 1.26 / 0.73 eV. The gap between HOMO and LUMO (alpha / beta) comes out at 8.72 / 6.62 eV.

***

No. 2
Formula: C6H14N2
Source: the OMol25 dataset
Level of theory: ωB97M-V/def2-TZVPD

Bonds (Å) are listed after each position.
Cartesian coordinates (Å):
1 C -1.29274 0.05365 1.91200  C2 1.473, H9 1.098, H10 1.096, H11 1.113
2 C -0.13280 0.55165 1.15242  C1 1.473, C3 1.349, C5 1.517
3 C -0.03577 1.86514 0.85958  C2 1.349, N4 1.388, H12 1.080
4 N 1.02669 2.40290 0.14606  C3 1.388, H13 0.992, H14 1.009
5 C 0.93344 -0.46459 0.79110  C2 1.517, C6 1.529, H15 1.102, H16 1.088
6 C 0.92890 -0.80046 -0.70091  C5 1.529, C7 1.539, H17 1.088, H18 1.104
7 C -0.45522 -1.19394 -1.24722  C6 1.539, N8 1.468, H19 1.093, H20 1.091
8 N -0.35402 -1.43087 -2.69268  C7 1.468, H21 1.008, H22 1.007
9 H -1.39373 -1.03888 1.87310  C1 1.098
10 H -2.33482 0.35478 1.75252  C1 1.096
11 H -1.18232 0.24898 3.00247  C1 1.113
12 H -0.84583 2.50372 1.17855  C3 1.080
13 H 1.60238 1.76829 -0.35297  N4 0.992
14 H 0.99824 3.38950 -0.06244  N4 1.009
15 H 1.93854 -0.22945 1.17803  C5 1.102
16 H 0.72619 -1.31299 1.43923  C5 1.088
17 H 1.42143 -0.08523 -1.35639  C6 1.088
18 H 1.55239 -1.69361 -0.88124  C6 1.104
19 H -0.76919 -2.14347 -0.80724  C7 1.093
20 H -1.17533 -0.42643 -0.95944  C7 1.091
21 H 0.07569 -0.62287 -3.11598  N8 1.008
22 H -1.23214 -1.69584 -3.10855  N8 1.007

As for the SMILES: C/C(=C/N)CCCN. For the LUMO energy, the calculation gives 1.06 eV. The gap between HOMO and LUMO comes out at 8.48 eV.

***

No. 3
Formula: C6H14N2
Source: the OMol25 dataset
Level of theory: ωB97M-V/def2-TZVPD

Bonds (Å) are listed after each position.
Cartesian coordinates (Å):
1 C -1.26374 -0.16705 1.74127  N4 1.453, H5 1.100, H6 1.091, H7 1.095
2 N 1.28534 -0.34493 2.80748  C3 1.385, H8 1.009, H9 1.008
3 C 0.80829 0.77650 2.14895  N2 1.385, N4 1.268, H10 1.088
4 N -0.33621 0.94576 1.63111  C1 1.453, C3 1.268
5 H -0.82587 -1.13282 1.44818  C1 1.100
6 H -2.12311 -0.00701 1.08878  C1 1.091
7 H -1.65203 -0.28121 2.75846  C1 1.095
8 H 1.99960 -0.14660 3.49232  N2 1.009
9 H 0.57513 -0.98828 3.11986  N2 1.008
10 H 1.56706 1.55212 2.06592  C3 1.088
11 C -0.07316 1.18400 -1.91629  C12 1.470, H15 1.093, H16 1.083, H17 1.096
12 C -0.04034 -0.26994 -2.13302  C11 1.470, C13 1.402, C14 1.475
13 C 1.17774 -0.96057 -2.21089  C12 1.402, H18 1.080, H19 1.083
14 C -1.31402 -0.98039 -2.35089  C12 1.475, H20 1.084, H21 1.094, H22 1.093
15 H -0.44393 1.67093 -2.82219  C11 1.093
16 H 0.92832 1.54925 -1.72336  C11 1.083
17 H -0.70602 1.42412 -1.05452  C11 1.096
18 H 1.25583 -1.93041 -2.67916  C13 1.080
19 H 2.06927 -0.61082 -1.70533  C13 1.083
20 H -1.20766 -2.05590 -2.43575  C14 1.084
21 H -1.77823 -0.59185 -3.26182  C14 1.094
22 H -1.96269 -0.75073 -1.50151  C14 1.093

For the LUMO energy (alpha / beta), the calculation gives -4.76 / -8.18 eV. The gap between HOMO and LUMO (alpha / beta) comes out at 7.61 / 4.19 eV. The expectation value of S² is 0.75. Its multiplicity is 2. Its charge is +1.

***

DFT total energy (a.u.)
-346.31829, -346.48501, -346.16542
Relative energy (zero: lowest compared OMol25 entry of this formula, charge and spin) (kcal per mole)
131.1, 26.5, 33.8